# 1
The following is a quantum chemistry calculation of a molecular structure, C38H38MoN7O2S4, from the OMol25 dataset.

Values from the calculation:
Highest occupied orbital energy (alpha / beta) in eV: -9.83 / -10.21
Expectation value of S²: 2.04
Net charge: +1
Multiplicity: 3
LUMO level (alpha / beta) in eV: -3.659 / -4.250
Gap between HOMO and LUMO (alpha / beta) in eV: 6.17 / 5.96
ΔE to the lowest compared entry with this formula, charge and spin in kcal/mol: 0.0
Total energy in eV: -99740.98053

XYZ file:
```
90
Properties=species:S:1:pos:R:3:forces:R:3
Mo 0.7201 0.0224 0.0627 0.74 0.08 -0.52
C -1.0438 1.8188 2.6658 0.07 -0.06 -0.01
N -0.1530 2.1745 1.5422 0.08 -0.04 -0.10
C 1.0534 2.8095 2.1268 -0.12 0.00 -0.03
C 2.2662 2.5900 1.2795 0.08 -0.11 -0.05
N 2.5815 1.1272 1.1501 -0.13 0.06 0.12
C 2.7274 0.5590 2.5303 0.07 0.06 -0.11
C 3.8790 1.0564 0.4580 -0.10 0.00 0.07
C 5.0244 1.5603 1.0656 0.06 -0.01 0.00
C 6.2353 1.5358 0.3969 0.00 0.00 0.00
C 6.3000 1.0268 -0.8952 -0.02 -0.03 -0.02
C 5.1607 0.5235 -1.4961 0.03 0.05 0.00
C 3.9410 0.5265 -0.8152 -0.01 0.05 -0.05
S 2.5443 -0.2355 -1.5653 0.10 -0.06 0.07
C -0.7988 3.1131 0.6272 -0.03 -0.04 0.17
C -1.6742 4.0879 1.1027 -0.01 0.00 0.01
C -2.2437 5.0092 0.2412 0.00 -0.01 -0.02
C -1.9355 4.9729 -1.1131 0.05 -0.03 -0.01
C -1.0716 4.0046 -1.5894 0.02 0.00 0.02
C -0.5029 3.0659 -0.7244 0.01 0.01 -0.15
S 0.5931 1.8774 -1.4333 0.05 -0.17 0.09
H -1.1271 2.6416 3.3801 -0.02 0.03 -0.02
H -0.6305 0.9573 3.1849 0.00 0.03 0.01
H -2.0369 1.5823 2.2950 0.02 0.00 0.01
H 1.2047 2.3838 3.1166 -0.01 0.04 0.03
H 0.8935 3.8829 2.2582 -0.05 0.02 0.01
H 3.1152 3.0982 1.7404 0.04 -0.04 0.03
H 2.1389 2.9949 0.2799 0.02 0.01 -0.06
H 3.2309 1.2779 3.1803 -0.03 0.01 0.01
H 3.3131 -0.3495 2.4780 0.01 -0.01 -0.01
H 1.7537 0.3095 2.9495 0.00 0.00 -0.01
H 4.9855 1.9728 2.0663 0.00 -0.03 -0.03
H 7.1241 1.9157 0.8822 -0.01 0.01 -0.02
H 7.2408 1.0203 -1.4307 -0.03 0.00 0.01
H 5.1973 0.1273 -2.5044 0.02 -0.01 0.04
H -1.9180 4.1417 2.1548 0.01 -0.01 0.00
H -2.9238 5.7560 0.6303 0.02 -0.01 -0.02
H -2.3676 5.6948 -1.7938 -0.01 -0.03 0.01
H -0.8332 3.9488 -2.6451 -0.01 0.02 0.02
C -4.9175 1.6764 -1.1451 0.03 0.01 -0.01
C -4.7814 1.1815 0.1458 0.01 -0.01 0.00
C -3.6028 0.5738 0.5445 -0.07 0.00 0.01
C -2.5384 0.4718 -0.3578 0.15 -0.14 0.25
C -2.6752 0.9644 -1.6563 0.02 -0.01 -0.08
C -3.8596 1.5617 -2.0410 -0.05 -0.02 0.00
N -1.3085 -0.0831 0.0133 -0.64 0.17 0.15
N -0.8810 -0.5652 1.1490 -0.26 -0.06 0.58
C -1.4312 -1.3728 2.1482 0.05 -0.05 -0.56
C -2.5961 -2.1039 1.9537 -0.13 -0.22 -0.08
C -3.0453 -2.8880 3.0020 -0.06 -0.01 -0.09
C -2.3221 -2.9202 4.1827 0.07 0.03 0.04
C -1.1544 -2.1722 4.2542 0.02 0.01 0.01
N -0.7078 -1.4098 3.2611 0.00 0.05 0.18
H -5.8420 2.1493 -1.4507 0.02 -0.02 0.00
H -5.5976 1.2698 0.8515 0.02 -0.01 -0.02
H -3.5125 0.1936 1.5507 -0.01 0.01 0.01
H -1.8519 0.8733 -2.3497 -0.01 0.01 0.02
H -3.9587 1.9334 -3.0534 0.01 0.01 0.02
H -3.1102 -2.0818 1.0033 -0.01 0.03 0.01
H -3.9466 -3.4771 2.8893 0.01 0.02 0.01
H -2.6457 -3.5128 5.0268 0.02 0.00 -0.01
H -0.5465 -2.1856 5.1516 0.00 0.01 0.00
O -4.7589 -1.4821 -5.9210 0.05 -0.04 0.09
C -3.7072 -0.6638 -5.7029 -0.05 -0.03 0.02
O -3.5747 0.3321 -6.3536 0.02 0.04 0.00
C -2.7444 -1.0565 -4.6207 -0.08 -0.01 -0.04
C -1.4559 -0.5366 -4.6973 0.12 0.00 0.03
C -0.5270 -0.8261 -3.7132 -0.02 0.05 0.00
C -0.8851 -1.6132 -2.6174 0.10 0.10 -0.12
S 0.2889 -2.0196 -1.3548 -0.27 0.15 0.12
C -2.1718 -2.1370 -2.5474 0.00 -0.06 -0.01
C -3.0952 -1.8660 -3.5471 0.00 0.03 0.07
H -4.6802 -2.2872 -5.3942 0.01 0.03 -0.06
H -1.2003 0.0915 -5.5412 0.00 0.00 0.03
H 0.4749 -0.4188 -3.7683 0.00 -0.03 -0.04
H -2.4451 -2.7575 -1.7029 -0.02 0.03 0.01
H -4.1060 -2.2444 -3.4375 0.02 -0.03 -0.02
C 2.2813 -5.0779 2.0859 0.10 0.03 -0.09
N 2.9209 -4.4471 0.9373 -0.08 -0.21 0.13
C 3.8158 -5.0524 0.0646 -0.11 0.02 0.15
C 4.1142 -4.1467 -0.8846 -0.08 0.19 0.02
N 3.4139 -2.9974 -0.5685 0.05 -0.23 -0.12
C 2.6773 -3.1865 0.5303 0.13 -0.02 -0.02
S 1.6452 -2.1264 1.4004 0.02 0.23 -0.07
H 2.6990 -6.0728 2.2071 0.01 -0.01 -0.01
H 1.2080 -5.1468 1.9217 -0.02 0.01 -0.02
H 2.4649 -4.4921 2.9833 0.02 0.01 0.02
H 4.1572 -6.0619 0.2080 -0.03 0.02 0.02
H 4.7610 -4.2117 -1.7408 -0.03 0.02 0.01
H 3.2989 -2.1544 -1.1384 0.05 0.10 0.00
```
Forces are in eV/Å.

# 2
The following is a quantum chemistry calculation of a molecular structure, C38H38MoN8O6S4 at a distorted geometry, from the OMol25 dataset.

Values from the calculation:
Highest occupied orbital energy (alpha / beta) in eV: -12.93 / -12.98
Expectation value of S²: 2.02
Net charge: +2
Multiplicity: 3
LUMO level (alpha / beta) in eV: -5.715 / -6.523
Gap between HOMO and LUMO (alpha / beta) in eV: 7.22 / 6.46
ΔE to the lowest compared entry with this formula, charge and spin in kcal/mol: 70.5
Total energy in eV: -109412.49441

XYZ file:
```
95
Properties=species:S:1:pos:R:3:forces:R:3
Mo 0.3478 -0.4252 -0.3729 -0.85 0.36 -0.04
N -0.3583 -4.7367 -0.1075 0.06 -0.08 -0.04
C 0.2209 -3.5388 -0.2195 0.13 0.44 0.23
S 0.0634 -2.3744 1.1005 -0.34 0.08 -0.15
N 0.9110 -3.2348 -1.2761 -0.16 -0.45 -0.31
N 1.4260 -1.9679 -1.1812 1.01 -0.60 -0.39
C 2.6149 -1.7390 -1.6621 -0.38 -0.33 0.18
C 3.4013 -2.7455 -2.3869 0.13 -0.07 -0.01
C 4.6962 -3.0542 -1.9656 -0.13 0.00 0.05
C 5.4284 -4.0219 -2.6328 0.07 -0.02 0.00
C 4.8840 -4.6679 -3.7333 -0.03 -0.02 0.00
C 3.6009 -4.3537 -4.1633 0.00 0.01 -0.03
C 2.8540 -3.4067 -3.4865 0.04 0.13 -0.02
C 3.1271 -0.4037 -1.3543 0.12 0.30 -0.06
C 4.3167 0.0955 -1.8612 -0.11 -0.21 -0.03
C 4.6961 1.3924 -1.5574 -0.11 0.11 0.10
C 3.8623 2.1632 -0.7610 0.25 -0.01 -0.12
C 2.6941 1.6060 -0.2858 -0.22 -0.09 0.11
N 2.3259 0.3457 -0.5556 0.80 0.24 -0.13
H -0.7605 -5.0257 0.7651 -0.06 0.01 0.01
H -0.1431 -5.4379 -0.7991 0.01 -0.02 0.04
H 5.1097 -2.5663 -1.0907 0.04 0.00 -0.03
H 6.4261 -4.2707 -2.2965 -0.02 0.00 0.01
H 5.4567 -5.4232 -4.2552 0.01 0.03 0.00
H 3.1822 -4.8482 -5.0296 0.01 -0.01 0.02
H 1.8545 -3.1587 -3.8171 -0.02 -0.05 0.02
H 4.9162 -0.5319 -2.5041 0.00 0.04 -0.02
H 5.6184 1.7999 -1.9491 -0.02 0.00 -0.02
H 4.1043 3.1894 -0.5212 -0.02 -0.02 0.05
H 2.0255 2.1772 0.3397 -0.06 -0.03 -0.15
O 0.5421 0.4011 1.5993 -0.24 -0.02 -0.29
S 1.5849 -0.0095 2.6562 0.39 0.24 0.90
C 0.6998 0.0956 4.2750 -0.29 -0.32 -0.30
C -0.5632 0.9659 4.2597 0.26 0.14 -0.10
C -1.8947 0.2254 4.3686 0.21 0.07 -0.19
C -3.0473 1.2272 4.3426 0.14 0.00 -0.06
S -3.4189 1.9225 2.6749 -1.41 -0.09 0.75
O -2.2262 1.5710 1.8162 -6.18 -4.92 11.19
C -4.7782 0.8429 2.2252 0.14 0.17 0.03
C -6.0522 1.3918 2.2518 0.01 0.20 0.04
C -7.1475 0.5778 1.9957 -0.04 -0.03 0.03
C -6.9624 -0.7689 1.7203 0.03 0.05 0.05
C -5.6796 -1.3043 1.6851 0.04 0.00 -0.01
C -4.5809 -0.4973 1.9336 0.14 -0.15 -0.07
C 2.6132 1.4332 2.8985 -0.08 0.00 -0.30
C 3.9202 1.2326 3.3164 -0.06 -0.13 -0.05
C 4.7374 2.3383 3.5085 0.03 0.05 0.04
C 4.2468 3.6158 3.2768 -0.01 0.00 0.00
C 2.9326 3.8013 2.8596 -0.04 -0.04 0.01
C 2.1074 2.7045 2.6657 -0.10 0.08 0.20
H 1.4401 0.5103 4.9551 0.14 -0.17 -0.03
H 0.5151 -0.9464 4.5421 -0.12 0.05 0.07
H -0.5905 1.5389 3.3337 0.11 0.09 0.12
H -0.4801 1.6769 5.0832 -0.02 0.03 0.00
H -1.9481 -0.3259 5.3098 -0.04 -0.01 -0.03
H -1.9739 -0.4993 3.5557 -0.10 -0.04 0.01
H -2.8105 2.0880 4.9707 -0.04 0.01 -0.04
H -3.9806 0.7937 4.6974 -0.04 0.04 -0.07
H -6.1937 2.4424 2.4776 0.01 -0.01 -0.03
H -8.1456 0.9942 2.0208 0.03 0.02 -0.01
H -7.8196 -1.4053 1.5434 0.02 0.01 -0.03
H -5.5381 -2.3573 1.4780 0.02 0.03 -0.02
H -3.5800 -0.9024 1.8902 0.09 -0.08 -0.02
H 4.2936 0.2300 3.4929 0.03 0.03 -0.03
H 5.7579 2.2009 3.8403 -0.01 -0.01 -0.01
H 4.8869 4.4752 3.4268 0.00 -0.02 0.00
H 2.5476 4.7989 2.6941 0.02 0.00 -0.02
H 1.0811 2.8300 2.3408 0.01 0.04 -0.04
O 0.2684 4.6270 -3.3870 0.17 0.24 -0.35
C -0.2870 4.7945 -2.1998 -0.13 -0.41 0.31
O -0.5474 5.8703 -1.7398 -0.05 0.15 -0.06
C -0.5663 3.5594 -1.4001 0.41 0.04 -0.58
C -1.2841 3.5311 -0.2138 0.36 -0.61 -0.05
N -1.2313 2.2845 0.2725 5.03 3.05 -7.15
N -0.5315 1.4956 -0.5454 -0.11 1.16 -0.18
C -0.1314 2.2403 -1.5749 0.01 -0.02 -0.52
C 0.4943 1.4532 -2.6760 -0.28 0.59 0.08
O 0.8711 1.9582 -3.7136 0.05 -0.14 -0.07
O 0.5159 0.1705 -2.4177 0.22 -0.20 0.39
H 0.4745 3.6968 -3.6245 -0.07 -0.04 0.16
H -1.8082 4.3352 0.2775 -0.03 -0.04 0.03
H -1.7771 1.7983 1.0005 1.21 1.34 -3.34
C -4.5024 -2.0660 -2.6847 -0.05 -0.03 0.11
N -3.2714 -1.8225 -3.4214 0.03 0.01 0.06
C -3.0911 -1.9415 -4.7894 -0.05 -0.03 -0.08
C -1.8103 -1.6218 -5.0541 0.02 -0.01 0.02
N -1.2189 -1.3213 -3.8426 -0.18 -0.09 -0.10
C -2.1155 -1.4373 -2.8526 0.17 0.14 -0.12
S -1.9635 -1.2006 -1.1589 -0.04 -0.21 0.44
H -5.2996 -2.2894 -3.3866 0.04 0.00 -0.05
H -4.7646 -1.1851 -2.1015 -0.01 0.04 -0.05
H -4.3696 -2.9035 -2.0006 0.02 -0.02 -0.06
H -3.8864 -2.2412 -5.4489 -0.01 0.01 0.05
H -1.2765 -1.5728 -5.9863 0.00 0.00 0.04
H -0.2875 -0.9580 -3.6924 0.09 0.11 0.09
```
Forces are in eV/Å.